104
Properties=species:S:1:pos:R:3:forces:R:3:mulliken_charge:R:1 method="wB97M-V/def2-TZVPD" homo_ev=-10.19 lumo_ev=-1.75 charge=0 smiles="O=C(O)CCCc1ccc(S(=O)(=O)C(F)(F)C(F)(F)C(F)(F)C(F)(F)F)c2c1C(=O)N(C(F)(F)C(F)F)C2=O.O=S1(=O)OCCO1.O=S1(=O)OCCO1.O=S1(=O)OCCO1.O=S1(=O)OCCO1.O=S1(=O)OCCO1" gap_ev=8.44
O -3.31217 3.95613 -0.46909 1.0 -4.6 0.3 -0.56
C -3.13786 2.71215 -0.37493 -0.7 3.6 -0.2 0.23
O -2.43560 2.00646 -1.40103 -0.3 0.6 2.0 -0.30
C -3.75738 1.92743 0.88828 0.9 -0.4 -0.9 -0.02
C -3.42978 2.70340 2.26501 -0.4 -0.3 -0.3 -0.80
C -3.22698 1.68777 3.49979 0.3 0.4 0.0 -0.75
C -1.64984 1.58189 3.81712 2.8 -0.9 0.7 0.42
C -0.87690 2.62364 4.70940 2.1 -2.6 -1.5 -0.95
C 0.66036 2.50430 5.01854 -1.8 -2.1 -2.0 -0.64
C 1.50918 1.31054 4.43290 -4.5 0.6 -1.2 0.40
S 3.31283 1.11401 4.72248 2.0 -4.5 3.8 1.43
O 3.98957 0.05878 3.90610 -2.3 3.3 1.0 -0.55
O 3.49844 0.87915 6.20873 -1.0 1.6 -4.0 -0.68
C 4.26690 2.71790 4.37284 1.3 0.5 0.9 0.56
F 5.57858 2.46647 4.90000 -3.4 0.8 -1.2 -0.25
F 3.70357 3.81794 5.06293 1.2 -2.3 -1.8 -0.25
C 4.40671 2.91499 2.78574 0.4 -1.3 -1.4 0.58
F 5.49766 2.08593 2.35393 -2.5 2.3 1.0 -0.27
F 3.26370 2.42506 2.08676 2.2 1.3 1.9 -0.21
C 4.67833 4.41594 2.29640 -0.4 0.7 -2.2 0.47
F 4.68283 4.36384 0.85642 0.1 0.1 3.3 -0.28
F 3.67029 5.34507 2.64140 2.2 -2.4 -0.3 -0.25
C 6.10883 5.02053 2.70790 2.0 2.5 -0.7 0.56
F 7.19535 4.37269 2.04432 -3.1 1.3 2.3 -0.22
F 6.12670 6.36104 2.19337 -0.1 -3.2 1.3 -0.24
F 6.31942 5.13563 4.09360 -0.5 -0.8 -3.5 -0.20
C 0.73570 0.28435 3.57904 -1.8 1.7 0.6 0.44
C -0.79756 0.41424 3.25108 1.3 2.1 2.3 0.61
C -1.20837 -0.81048 2.29955 -1.4 1.0 0.1 -0.44
O -2.32302 -1.28568 2.01233 4.6 1.9 0.9 -0.52
N 0.13220 -1.21244 1.78570 0.0 -0.5 -0.7 0.38
C 0.47123 -0.79214 0.41887 -0.8 0.0 0.4 0.88
F 1.85081 -0.91435 0.13702 -3.3 0.2 0.8 -0.28
F 0.12009 0.59660 0.28944 1.0 -2.1 -0.2 -0.33
C -0.44346 -1.62659 -0.64216 -0.6 -0.8 -1.5 0.86
F -1.60963 -0.88360 -1.03751 2.2 -1.3 1.2 -0.19
F -0.89285 -2.87511 -0.10198 1.1 3.0 -1.0 -0.27
C 1.14686 -1.06123 2.84278 2.0 -0.8 0.5 -0.28
O 2.02799 -1.91455 3.02468 -3.2 3.5 -0.5 -0.56
H -1.56672 2.44268 -1.58278 -1.2 0.0 0.2 0.28
H -4.87965 1.84758 0.69846 1.5 0.1 0.3 0.38
H -3.30545 0.87250 0.90631 -0.8 1.5 0.0 -0.01
H -2.45673 3.28679 2.12508 -1.6 -0.5 0.2 0.42
H -4.31978 3.39030 2.52474 1.7 -0.9 -0.6 0.30
H -3.82042 2.11624 4.39056 1.4 -0.7 -1.3 0.40
H -3.69681 0.64851 3.30919 1.1 1.7 0.2 0.45
H -1.45886 3.49287 5.16181 1.0 -1.3 -0.7 0.38
H 1.14724 3.30041 5.68302 -0.8 -1.4 -1.2 0.38
H 0.15747 -1.84998 -1.61170 -1.1 0.4 2.0 -0.47
O -0.83036 0.20774 6.29040 -1.1 -0.1 0.3 -0.46
S -2.18215 0.31423 6.74816 0.2 -0.4 0.7 1.26
O -3.30713 0.31673 5.86386 0.9 -0.3 0.6 -0.61
O -2.28637 1.60807 7.72207 0.4 -0.6 -0.5 -0.31
C -2.74310 1.19964 9.01288 -0.5 -0.2 0.4 -0.35
C -2.26665 -0.23622 9.17162 0.5 0.3 0.4 -0.41
O -2.42335 -0.82301 7.87925 -0.4 0.7 -0.7 -0.34
H -3.83517 1.25680 9.02184 0.1 0.0 0.0 0.29
H -2.33980 1.85583 9.78490 0.1 0.0 -0.3 0.32
H -2.84253 -0.78565 9.91621 0.0 -0.1 -0.3 0.33
H -1.20513 -0.27351 9.43329 -0.1 0.0 0.1 0.29
O 1.31623 -6.46678 4.31592 0.2 -0.8 -0.8 -0.54
S 1.57038 -7.08664 3.04929 0.0 0.2 -0.1 1.10
O 1.24822 -8.45471 2.77607 0.0 1.0 0.4 -0.54
O 3.12673 -6.83331 2.66524 -0.8 0.1 0.3 -0.33
C 3.20529 -6.14129 1.41838 -0.1 0.0 -0.7 -0.29
C 1.92515 -5.32519 1.32995 0.4 0.6 0.2 -0.01
O 0.91221 -6.16318 1.88862 0.4 -0.9 0.3 -0.29
H 3.25537 -6.88544 0.61830 0.0 0.1 0.0 0.32
H 4.09702 -5.51427 1.38604 -0.1 -0.1 0.3 0.31
H 1.67603 -5.05165 0.30431 -0.2 -0.2 0.1 0.25
H 1.99074 -4.42033 1.94161 0.1 0.0 -0.1 0.01
O 1.88104 -2.79071 -2.04282 0.3 -0.8 -0.7 -0.37
S 2.11460 -3.41346 -3.31519 0.3 0.0 -0.8 0.95
O 1.77530 -4.77666 -3.58543 0.0 1.0 0.6 -0.61
O 3.66611 -3.17455 -3.72020 -0.9 0.1 0.5 -0.32
C 3.73286 -2.47818 -4.96748 -0.1 0.0 -0.7 -0.47
C 2.45996 -1.64838 -5.03128 0.6 0.6 0.1 -0.23
O 1.44831 -2.47902 -4.45958 0.3 -0.9 0.5 -0.23
H 3.76291 -3.21955 -5.77085 0.0 0.1 0.0 0.31
H 4.63016 -1.86011 -5.01170 -0.1 -0.1 0.3 0.33
H 2.19598 -1.36770 -6.04986 -0.2 -0.2 0.2 0.35
H 2.54518 -0.74752 -4.41727 0.0 0.0 -0.1 0.25
O 0.47128 0.41873 -5.88578 -0.8 0.0 -0.7 -0.55
S -0.86755 0.12896 -6.31043 -0.6 -0.1 0.6 1.00
O -1.24877 0.07025 -7.68987 0.6 0.0 0.7 -0.45
O -1.87202 1.13889 -5.53627 0.9 -0.5 -0.3 -0.34
C -2.82334 0.38415 -4.78151 -0.7 -0.4 0.1 -0.33
C -2.11577 -0.91452 -4.42918 0.1 0.3 0.7 -0.06
O -1.34491 -1.24176 -5.58784 0.0 0.8 -0.9 -0.31
H -3.69381 0.20005 -5.41743 0.0 0.0 0.1 0.30
H -3.13321 0.93877 -3.89475 0.2 0.1 -0.1 0.24
H -2.81347 -1.71727 -4.19124 0.2 0.0 -0.3 0.40
H -1.42543 -0.77358 -3.59259 -0.1 0.0 0.0 0.05
O -4.82097 0.91770 -13.26115 -0.2 0.4 1.0 -0.53
S -4.83404 1.14996 -11.84733 0.1 -0.1 0.0 1.08
O -5.97870 1.65929 -11.15473 0.7 -0.5 -0.7 -0.53
O -3.54993 2.06874 -11.47352 -0.5 -0.6 -0.4 -0.33
C -2.73016 1.38275 -10.52562 0.1 -0.2 0.7 -0.23
C -2.95714 -0.09670 -10.79382 0.6 0.0 -0.3 -0.26
O -4.34686 -0.20789 -11.10322 -0.4 0.8 0.0 -0.32
H -3.06610 1.65765 -9.52202 0.1 -0.1 0.0 0.27
H -1.68495 1.66819 -10.64851 -0.2 0.1 -0.2 0.31
H -2.70250 -0.71844 -9.93560 -0.3 0.1 0.0 0.25
H -2.38865 -0.43152 -11.66662 0.0 0.0 0.1 0.30

73
Properties=species:S:1:pos:R:3:forces:R:3:mulliken_spin:R:1 method="wB97M-V/def2-TZVPD" e_above_lowest_kcal_mol=0.00 homo_ev="-5.03 / -5.06" lumo_ev="2.12 / 2.11" charge=-1 spin_multiplicity=5 gap_ev="7.15 / 7.17" s_squared=6.012
Fe 0.10070 -0.06630 -0.00320 0.3 -0.7 -0.6 3.73
C 2.63550 -3.43650 -1.59710 -0.1 0.1 0.0 0.00
C 1.19340 -3.56540 -1.96730 0.1 0.1 0.2 0.01
N 0.85320 -4.33810 -2.96180 0.4 0.0 -0.1 0.00
C -0.44140 -4.46190 -3.28310 -0.5 0.0 0.0 0.01
C -1.47050 -3.86170 -2.59550 0.0 -0.1 -0.1 0.00
C -2.88260 -4.01910 -3.10450 0.0 -0.3 0.0 0.00
O -3.35280 -2.87510 -3.76820 -0.1 0.2 0.0 0.00
C -1.15100 -3.03200 -1.49400 1.2 -0.1 -0.3 -0.01
C -2.13220 -2.49630 -0.61700 -0.3 0.3 1.0 0.00
N -1.86790 -1.62930 0.31120 0.7 -0.1 -0.8 0.02
C -2.80520 -1.24550 1.24670 -0.7 0.0 0.6 0.01
C -4.19240 -1.40910 1.10500 0.3 0.0 -0.1 0.00
C -5.07010 -0.99160 2.08180 -0.1 0.0 0.1 0.00
C -4.60450 -0.38720 3.23810 0.0 0.1 0.0 0.00
C -3.24210 -0.19900 3.40390 0.1 0.0 0.1 0.00
C -2.36760 -0.63190 2.42770 0.5 -0.1 0.1 -0.01
I -0.26230 -0.35970 2.74940 -1.0 -0.1 0.0 0.03
C 0.23680 -2.82130 -1.18740 -1.1 -0.5 -0.5 0.00
O 0.62980 -2.06480 -0.25260 0.7 0.9 0.5 0.06
H 3.27250 -3.87000 -2.36320 0.0 0.0 -0.1 0.00
H 2.80660 -3.95450 -0.65340 0.1 0.0 0.1 0.00
H 2.87600 -2.38770 -1.43200 0.1 0.1 0.1 0.00
H -0.63930 -5.08690 -4.14510 -0.2 0.0 0.0 0.00
H -3.56710 -4.30630 -2.28900 0.1 0.0 -0.1 0.00
H -2.89210 -4.82390 -3.84860 0.0 0.0 0.2 0.00
H -3.43160 -2.12820 -3.13490 -0.1 -0.1 -0.3 0.00
H -3.12740 -2.93940 -0.68260 0.0 0.0 0.0 0.00
H -4.58190 -1.82940 0.18990 0.0 0.0 -0.1 0.00
H -6.13050 -1.14530 1.94150 -0.1 0.0 0.0 0.00
H -5.29460 -0.04920 3.99810 0.0 0.0 0.1 0.00
H -2.85960 0.28400 4.29020 0.0 0.0 0.1 0.00
O 4.59000 3.50670 -0.26070 0.3 0.1 -0.1 0.00
C 5.15790 2.28950 -0.25380 -0.1 -0.1 0.0 0.00
C 6.54600 2.19650 -0.38180 0.0 0.1 0.1 0.00
C 7.17620 0.96720 -0.36300 0.0 0.1 -0.1 0.00
C 6.43520 -0.19810 -0.22930 0.1 -0.2 0.0 0.00
C 5.06260 -0.11830 -0.11730 0.0 0.0 0.0 0.00
C 4.40710 1.10940 -0.13230 0.0 0.0 0.0 0.01
C 2.93260 1.10490 0.01310 -0.7 -0.1 -0.1 0.00
O 2.30330 0.02210 -0.07370 -0.2 -0.3 0.3 0.02
N 2.35710 2.27950 0.22430 0.5 1.0 -0.3 -0.01
N 1.06610 2.20820 0.64900 -0.7 -0.7 0.2 0.04
C 0.36790 3.26740 0.65380 0.5 0.5 -0.4 -0.01
S 0.80290 4.77610 -0.20420 -0.1 -0.2 0.2 0.00
C -0.93320 5.33600 -0.23120 0.3 -0.2 -0.1 0.00
C -1.50610 5.08560 1.14260 0.1 -0.3 0.2 0.00
S -1.09350 3.36790 1.60830 -0.3 0.2 0.1 0.00
H 3.61690 3.38130 -0.09400 0.0 -0.2 0.1 0.00
H 7.10900 3.11440 -0.47370 0.0 0.1 0.0 0.00
H 8.25320 0.91340 -0.45450 0.0 0.0 0.0 0.00
H 6.93010 -1.15850 -0.20500 0.0 -0.1 0.0 0.00
H 4.45980 -1.00640 -0.00170 -0.1 -0.1 0.0 0.00
H -1.46740 4.74980 -0.98210 0.0 0.1 0.0 0.00
H -0.94000 6.39070 -0.50390 0.0 0.0 0.0 0.00
H -2.59140 5.17560 1.15520 0.0 0.0 0.0 0.00
H -1.06720 5.74570 1.89240 -0.1 0.1 -0.1 0.00
Se -2.47510 1.48650 -0.53100 0.6 1.0 1.0 0.03
C -3.17400 0.23770 -1.56600 -0.3 -0.5 -0.6 0.00
N -3.62610 -0.60760 -2.21280 -0.3 -0.3 -0.3 0.01
C -0.23820 -0.75480 -3.81000 0.0 0.1 0.3 0.00
P 0.27360 0.50560 -2.56860 0.3 0.2 -0.8 0.04
C 1.99780 0.80840 -3.14960 -0.2 -0.1 0.3 0.01
C -0.53030 1.98250 -3.32660 -0.1 -0.2 0.3 0.01
H -0.08170 -0.37380 -4.81920 0.1 0.1 0.0 0.00
H -1.29250 -0.99410 -3.67980 0.0 -0.1 0.0 0.00
H 0.34360 -1.66450 -3.67280 0.0 -0.1 0.0 0.00
H 2.01600 0.96040 -4.22980 0.0 0.0 0.0 0.00
H 2.61370 -0.04890 -2.88510 0.1 0.0 0.0 0.00
H 2.40160 1.68770 -2.64870 0.0 0.0 0.0 0.00
H -0.20600 2.10620 -4.35990 0.1 -0.1 0.0 0.00
H -0.27350 2.87420 -2.75600 0.0 0.1 0.1 0.00
H -1.61050 1.84940 -3.29500 0.0 0.1 0.0 0.00

67
Properties=species:S:1:pos:R:3:forces:R:3:mulliken_charge:R:1 method="wB97M-V/def2-TZVPD" e_above_lowest_kcal_mol=0.00 homo_ev=-11.56 lumo_ev=-3.11 charge=+1 gap_ev=8.45
Sn -0.79930 1.20056 -0.97833 1.2 1.6 -1.4 1.54
C -1.42130 -0.64653 -0.37033 0.0 -0.6 0.6 -1.28
Si -0.50624 -1.33061 1.11076 0.8 -0.4 0.6 -0.08
C 0.40787 0.24643 1.74108 -1.1 0.1 -0.3 -1.25
N 0.88129 1.13913 0.64828 0.2 0.2 0.4 1.01
C 1.17131 2.52195 1.16913 1.2 0.4 -1.1 -0.92
C 2.28543 2.52286 2.22246 0.0 -0.6 0.9 -0.77
C 3.46640 1.60335 1.81815 -0.5 0.0 -0.5 -0.79
C 3.42066 1.27233 0.31824 -0.6 0.9 0.5 -0.80
C 2.11632 0.52046 0.04561 0.3 0.4 -0.9 -0.30
C 0.79345 -2.64639 0.58915 -0.9 1.2 1.0 0.43
C 1.80699 -3.04267 1.45664 0.1 -0.2 1.4 0.25
C 2.85620 -3.81966 1.00550 0.8 -0.1 1.4 -0.75
C 2.94758 -4.19364 -0.30908 -0.3 -0.2 -0.4 -0.57
C 1.92650 -3.86216 -1.17729 0.0 0.1 0.1 -0.89
C 0.86634 -3.08078 -0.69898 -0.5 -0.4 -2.7 -0.20
C -1.54387 -1.86030 2.59442 0.2 0.4 -0.4 0.58
C -2.53275 -1.02737 3.13913 0.0 -0.1 -0.1 -0.34
C -3.10043 -1.33375 4.36875 0.4 0.0 -0.1 -0.82
C -2.65450 -2.46017 5.06227 -0.2 -0.6 0.6 -0.34
C -1.69632 -3.33338 4.53169 -0.4 0.8 -0.4 -0.75
C -1.15475 -3.00530 3.28513 -0.2 -0.5 0.1 -0.37
H -2.43467 -0.41937 -0.09879 -0.8 -0.3 0.1 0.47
H -1.38919 -1.32865 -1.19668 -0.2 -0.3 -0.5 0.63
H 1.21140 0.03038 2.44443 -0.1 0.0 0.1 0.45
H -0.41920 0.78150 2.24588 0.4 -0.1 0.2 0.71
H 0.25780 3.03118 1.47520 0.1 -0.3 0.2 0.57
H 1.55672 3.10088 0.28078 -0.5 -0.5 0.8 0.33
H 1.92077 2.15609 3.22040 0.1 0.6 -0.9 0.25
H 2.65756 3.53497 2.36598 -0.2 0.2 0.0 0.49
H 3.36459 0.69165 2.37760 0.0 -0.7 0.2 0.24
H 4.43476 1.97463 2.12195 0.2 0.5 0.0 0.47
H 4.24305 0.63160 0.05439 0.3 -0.3 -0.3 0.56
H 3.50716 2.20921 -0.26546 0.0 -0.5 0.2 0.20
H 2.26330 -0.46652 0.44712 -0.3 -0.4 0.3 -0.15
H 1.94075 0.37653 -1.02883 0.2 0.1 0.1 0.26
H 1.74683 -2.83002 2.54859 0.1 0.1 -0.9 0.37
H 3.64349 -4.16879 1.69882 -0.6 0.4 -0.3 0.37
H 3.78401 -4.79136 -0.60978 0.3 -0.2 -0.3 0.43
H 1.98847 -4.21233 -2.20151 -0.3 0.2 0.0 0.43
H 0.07821 -2.82641 -1.45076 0.7 -0.2 0.8 0.13
H -2.89061 -0.16129 2.57654 0.1 -0.1 0.2 0.36
H -3.84012 -0.65905 4.79235 0.0 -0.3 0.0 0.42
H -3.10647 -2.71717 6.03350 0.3 0.3 -0.5 0.33
H -1.39217 -4.23127 5.06610 -0.1 0.2 -0.1 0.42
H -0.47313 -3.68670 2.78624 0.1 0.0 0.3 0.41
S 0.81481 2.71505 -5.09041 -0.8 -1.0 0.2 -0.19
C 2.00578 3.02939 -3.93904 -0.3 0.5 0.3 -0.63
C 1.59277 2.69107 -2.67233 1.7 0.3 -0.3 -0.48
C 0.35893 2.02645 -2.62408 -0.5 -0.5 -0.1 -0.06
C -0.18780 1.93406 -3.89508 -0.4 0.3 -0.1 -0.12
C -1.55866 1.38948 -4.12942 1.2 -0.4 1.4 1.07
C -2.10898 1.00222 -5.32934 -1.0 0.1 -0.4 -0.73
C -3.46266 0.56947 -5.33893 1.6 0.9 -0.4 -0.31
C -4.15386 0.47449 -4.15680 0.1 0.1 -0.2 -0.99
C -3.47607 0.75656 -2.98885 0.6 -0.3 0.6 -0.14
N -2.19601 1.16290 -2.94165 -1.2 0.1 -0.6 -0.06
H 2.89639 3.56092 -4.25432 -0.1 -0.1 0.3 0.47
H 2.29009 2.92649 -1.87617 -0.4 -0.3 0.3 0.21
H -1.54425 1.10111 -6.26399 -0.3 0.0 0.5 0.40
H -3.91587 0.43144 -6.30323 -0.3 -0.4 -0.1 0.43
H -5.19346 0.20845 -4.13736 -0.2 -0.1 0.1 0.44
H -3.97968 0.60725 -2.04266 0.1 0.1 0.2 0.47
O -3.19683 1.92133 0.18410 -0.3 -0.9 -0.2 -0.57
N -2.64240 3.01520 0.19370 -0.9 0.2 0.6 1.17
O -3.11886 4.03736 0.55816 -0.4 0.6 0.2 -0.60
O -1.41359 3.03525 -0.20873 1.6 -0.3 -0.8 -0.55

M (computed, g mol⁻¹): 1235.9; 857.4; 635.4